1.
Computed, not measured: C4H6KO2 as an isolated structure, with the ωB97M-V functional and the def2-TZVPD basis.

Last column: Mulliken charge in e.
CARTESIAN COORDINATES (ANGSTROEM)
K: -0.064 -3.014 -0.889  0.926
O: -2.446 0.121 1.630  -0.459
O: 1.241 -1.473 -1.594  -0.939
C: 1.317 -0.115 -1.340  -0.366
C: -1.235 0.690 1.432  -0.079
C: 0.841 0.207 0.070  -0.292
C: -0.503 0.611 0.284  -0.370
H: 1.242 -0.456 0.852  0.396
H: 2.354 0.275 -1.441  0.235
H: -0.926 1.308 2.280  0.363
H: 0.244 1.650 -0.035  0.065
H: -2.775 -0.278 0.816  0.307
H: 0.709 0.474 -2.065  0.212

The total energy is -906.2027 Eh. As for the spin multiplicity: 2. Its expectation value of S² is 0.76. As for the charge: 0. For the relative energy (zero: lowest compared OMol25 entry of this formula, charge and spin), the calculation gives 60.8 kcal per mole. As for the HOMO-LUMO gap (alpha / beta): 5.3 / 7.1 eV.

2.
Computed, not measured: C3H9N3O as an isolated structure, with the ωB97M-V functional and the def2-TZVPD basis.

Last column: Mulliken charge in e.
CARTESIAN COORDINATES (ANGSTROEM)
O: -2.341 -0.419 0.417  -0.586
N: 0.268 -1.526 1.238  -0.654
N: 1.473 0.290 -1.187  -0.457
N: -0.056 -1.030 -0.053  0.078
C: 0.090 1.452 0.469  -1.295
C: 0.325 0.288 -0.447  0.321
C: -1.515 -0.892 -0.391  -0.019
H: 1.776 1.165 -1.591  0.248
H: -1.791 -1.790 -0.974  0.397
H: 1.602 -0.523 -1.774  0.254
H: -0.191 -0.958 1.950  0.249
H: -0.945 1.435 0.821  0.324
H: 1.278 -1.462 1.333  0.271
H: 0.728 1.361 1.354  0.309
H: -1.029 0.207 -1.148  0.134
H: 0.328 2.401 -0.016  0.426

The total energy is -359.0793 Eh. As for the spin multiplicity: 1. As for the charge: 0. For the relative energy (zero: lowest compared OMol25 entry of this formula, charge and spin), the calculation gives 103.6 kcal per mole. As for the HOMO-LUMO gap: 9.1 eV.

3.
Computed, not measured: one molecule with the formula C37H43N3O4, with the ωB97M-V functional and the def2-TZVPD basis.

Last column: Mulliken charge in e.
CARTESIAN COORDINATES (ANGSTROEM)
O: 1.192 2.788 3.587  -0.379
O: 0.827 4.180 1.733  -0.393
O: 0.518 0.685 3.595  -0.786
O: -0.823 3.497 0.420  -0.688
N: 0.767 1.084 -5.079  0.116
N: -2.109 -1.126 0.608  1.336
N: -0.653 -2.696 0.189  1.118
C: -2.634 0.433 2.426  0.940
C: 0.591 -3.419 0.047  -0.819
C: -3.774 4.056 2.208  -1.740
C: 2.156 -5.054 0.857  -1.063
C: 2.974 -4.846 -0.256  0.700
C: -0.321 1.515 -1.602  0.718
C: -1.916 -3.203 -0.119  -1.136
C: 1.329 -3.283 -1.137  1.144
C: 0.116 3.159 1.125  -0.654
C: -2.695 0.098 1.065  0.118
C: 0.320 -0.648 1.124  -1.179
C: -2.807 -2.252 0.150  -0.828
C: -0.266 1.729 -5.858  -0.964
C: -2.351 -0.582 3.485  -1.792
C: 2.531 -3.989 -1.268  -1.134
C: 0.044 -4.656 2.167  -1.327
C: 0.835 1.227 -3.724  1.059
C: -3.910 2.115 0.612  -0.787
C: 0.500 1.809 1.487  0.250
C: 1.708 0.236 -5.783  -0.862
C: 1.899 0.578 -1.644  -0.329
C: -3.536 2.620 1.861  0.635
C: -2.964 1.746 2.795  -0.707
C: 1.906 5.069 3.652  -1.793
C: 1.952 0.717 -3.019  -1.135
C: 0.737 1.684 2.916  0.235
C: 3.109 3.377 2.199  -1.311
C: -0.789 -1.417 0.587  0.137
C: 0.747 0.932 -0.923  -0.862
C: 4.288 -5.569 -0.357  -1.485
C: 0.782 0.679 0.602  1.213
C: -3.496 0.842 0.188  0.679
C: 1.777 3.825 2.773  1.544
C: 0.944 -4.370 1.009  0.961
C: -0.250 1.745 -2.979  -1.411
C: -3.932 0.301 -1.135  -1.791
C: 0.797 -2.444 -2.257  -1.008
H: -2.694 -1.583 3.194  0.254
H: -2.820 4.593 2.305  0.268
H: -0.115 2.818 -5.877  0.318
H: 3.749 3.030 3.020  0.328
H: 3.119 -3.883 -2.185  0.321
H: -2.050 -4.206 -0.482  0.677
H: 1.782 -0.766 -5.328  0.224
H: -0.202 1.341 -6.877  0.261
H: -4.366 4.535 1.421  0.378
H: 4.778 -5.337 -1.307  0.351
H: 2.711 0.684 -5.795  0.329
H: -4.514 2.722 -0.066  0.285
H: -1.264 1.530 -5.445  0.323
H: -0.189 -3.754 2.753  0.205
H: -0.062 -2.921 -2.756  0.355
H: 4.976 -5.294 0.457  0.329
H: 0.462 -1.461 -1.897  -0.066
H: 1.363 0.133 -6.815  0.268
H: -1.204 1.798 -1.026  0.704
H: 2.390 5.864 3.074  0.368
H: -1.289 -0.611 3.748  0.241
H: -3.879 -2.256 0.062  0.739
H: 2.759 0.170 -1.105  0.361
H: -0.899 -5.116 1.840  0.284
H: 0.056 -0.501 2.176  0.364
H: 2.989 2.572 1.460  0.122
H: -4.571 1.048 -1.620  0.438
H: 2.843 0.400 -3.558  0.409
H: 2.497 4.832 4.541  0.389
H: -3.094 0.097 -1.816  0.287
H: 1.875 0.600 0.787  0.178
H: 3.601 4.234 1.724  0.417
H: 1.169 -1.354 1.075  0.834
H: -4.312 4.148 3.160  0.399
H: -4.520 -0.620 -1.018  0.342
H: 1.582 -2.279 -3.008  0.232
H: 0.538 -5.372 2.834  0.439
H: 2.447 -5.782 1.617  0.396
H: -2.820 2.061 3.830  0.453
H: -1.082 2.260 -3.464  0.367
H: -2.893 -0.288 4.397  0.535
H: 0.900 5.394 3.941  0.402
H: 4.134 -6.655 -0.296  0.349

The total energy is -1900.9214 Eh. As for the spin multiplicity: 1. As for the charge: 0. For the relative energy (zero: lowest compared OMol25 entry of this formula, charge and spin), the calculation gives 0.0 kcal per mole. As for the HOMO-LUMO gap: 6.3 eV.

4.
Computed, not measured: a 2-piece molecular cluster, C2H2F2OS overall, with the ωB97M-V functional and the def2-TZVPD basis.

Last column: Mulliken charge in e.
CARTESIAN COORDINATES (ANGSTROEM)
S: 1.806 -0.024 -1.042  -0.252
F: -0.131 -1.818 0.678  -0.159
F: -1.189 -1.211 -1.103  -0.145
O: -1.150 1.506 0.078  -0.423
C: -0.620 0.547 0.531  -0.132
C: -0.549 -0.774 -0.059  0.563
H: 1.873 1.253 -0.568  0.149
H: -0.040 0.520 1.486  0.399

The total energy is -750.4588 Eh. As for the spin multiplicity: 1. As for the charge: 0. For the relative energy (zero: lowest compared OMol25 entry of this formula, charge and spin), the calculation gives 60.8 kcal per mole. As for the HOMO-LUMO gap (alpha / beta): 7.3 / 7.3 eV.